# 1
A structure of composition C14H11CdN5O4S, computed with ωB97M-V with the def2-TZVPD basis set.

spin multiplicity	1
HOMO-LUMO gap	7.1	eV
net charge	0
HOMO level	-8.25	eV
energy relative to the best compared isomer or geometry (same formula, charge and spin)	0.000	eV

Positions of all 36 atoms, in Å:
Cd  1.653  0.209  0.709
S  3.545  0.566  -0.976
O  3.942  0.476  0.488
O  2.572  1.720  -1.010
O  4.657  0.707  -1.871
O  2.698  -0.658  -1.213
N  -0.248  1.422  -0.232
N  -0.526  2.709  -2.157
N  1.525  -1.132  2.657
N  -0.446  -0.835  0.876
N  -1.408  -0.608  -0.065
C  -1.608  1.960  -2.612
C  -1.992  0.856  -1.855
C  2.538  -1.308  3.497
C  2.483  -2.215  4.547
C  -3.338  1.518  -4.195
C  -0.667  -1.651  1.822
C  -3.069  0.079  -2.288
C  0.280  -2.795  3.824
C  1.333  -2.966  4.712
C  0.091  2.410  -1.014
C  -3.739  0.410  -3.444
C  0.414  -1.869  2.802
C  -1.203  0.529  -0.671
C  -2.276  2.296  -3.787
H  -3.863  1.769  -5.107
H  -0.154  3.453  -2.725
H  -3.354  -0.783  -1.701
H  3.422  -0.710  3.308
H  0.924  3.039  -0.737
H  -4.573  -0.192  -3.778
H  3.331  -2.324  5.207
H  -1.613  -2.175  1.927
H  1.256  -3.685  5.517
H  -1.956  3.152  -4.366
H  -0.629  -3.374  3.912

Atomic partial charges in e from the Mulliken method, atoms 1 to 6: Cd 0.723; S 1.306; O -0.680; O -0.634; O -0.656; O -0.705

# 2
A structure of composition C14H11Cl3O2SV, computed with ωB97M-V with the def2-TZVPD basis set.

spin multiplicity	4
HOMO-LUMO gap (spin up / spin down)	6.4 / 7.2	eV
net charge	0
HOMO level (spin up / spin down)	-7.01 / -7.96	eV
energy relative to the best compared isomer or geometry (same formula, charge and spin)	1.434	eV
⟨S²⟩	3.800

Positions of all 32 atoms, in Å:
V  -0.523  0.525  0.675
Cl  5.689  -0.256  3.932
Cl  -1.820  3.170  1.061
Cl  1.093  3.226  0.636
S  -1.821  0.439  -1.248
O  -0.445  0.626  2.509
O  1.100  -0.111  0.257
C  3.063  0.023  3.376
C  -0.476  3.912  0.172
C  -3.810  0.105  0.707
C  -6.155  -0.037  0.186
C  -3.484  0.239  -0.642
C  3.423  -0.300  0.645
C  -5.128  -0.030  1.119
C  1.929  0.094  2.523
C  2.137  -0.106  1.137
C  -5.843  0.096  -1.160
C  0.691  0.392  3.148
C  4.311  -0.186  2.867
C  -4.525  0.235  -1.569
C  4.511  -0.340  1.490
H  3.548  -0.437  -0.421
H  0.660  0.468  4.229
H  -6.632  0.093  -1.902
H  -3.044  0.089  1.477
H  -5.348  -0.133  2.174
H  -0.474  4.968  0.407
H  5.508  -0.496  1.104
H  2.928  0.155  4.442
H  -0.632  3.724  -0.883
H  -4.292  0.343  -2.622
H  -7.184  -0.145  0.505

Atomic partial charges in e from the Mulliken method, atoms 1 to 6: V 0.869; Cl -0.225; Cl -0.068; Cl -0.079; S -0.405; O -0.570

# 3
A structure of composition C14H11I2N3OPdSe, computed with ωB97M-V with the def2-TZVPD basis set.

spin multiplicity	5
HOMO-LUMO gap (spin up / spin down)	7.5 / 4.2	eV
net charge	+2
HOMO level (spin up / spin down)	-13.81 / -14.21	eV
energy relative to the best compared isomer or geometry (same formula, charge and spin)	0.000	eV
⟨S²⟩	6.053

Positions of all 33 atoms, in Å:
I  -0.231  3.930  -1.201
I  -4.214  0.216  -3.758
Pd  1.083  -0.515  2.325
Se  0.045  -0.045  6.697
O  -0.733  1.788  1.174
N  0.286  -1.219  3.925
N  -0.376  -1.541  1.102
N  1.866  -0.160  0.555
C  -2.893  0.732  -2.187
C  -1.216  1.429  0.050
C  -1.331  2.219  -1.132
C  1.926  -0.545  -1.734
C  0.284  -1.834  -0.224
C  0.323  -0.753  5.042
C  -2.701  -0.181  -1.132
C  -1.705  -0.883  1.065
C  3.626  0.860  -0.695
C  2.981  0.367  -1.870
C  2.977  0.593  0.506
C  -1.864  0.109  -0.106
C  -2.132  1.875  -2.230
C  1.335  -0.808  -0.536
H  3.194  1.030  1.429
H  -0.470  -2.442  1.557
H  -2.148  2.526  -3.119
H  0.716  -2.822  -0.088
H  -1.865  -0.312  1.986
H  3.343  0.693  -2.838
H  4.532  1.457  -0.782
H  -0.472  -1.902  -0.982
H  1.614  -1.110  -2.646
H  -2.445  -1.677  0.984
H  -3.336  -1.074  -1.137

Atomic partial charges in e from the Mulliken method, atoms 1 to 6: I 0.248; I 0.242; Pd 0.610; Se 0.345; O -0.606; N -0.449

# 4
A structure of composition C14H11N2OS3TaTe, computed with ωB97M-V with the def2-TZVPD basis set.

spin multiplicity	1
HOMO-LUMO gap	6.7	eV
net charge	+2
HOMO level	-14.74	eV
energy relative to the best compared isomer or geometry (same formula, charge and spin)	0.000	eV

Positions of all 33 atoms, in Å:
Ta  0.784  -1.600  -0.131
Te  1.859  -3.980  0.156
S  1.343  -3.547  -3.123
S  2.208  0.256  -0.733
S  -0.788  -1.420  -2.003
O  -0.976  -1.605  0.759
N  1.381  -0.456  1.609
N  -2.198  -1.427  0.225
C  2.476  -2.814  -4.111
C  1.172  -0.438  2.938
C  2.858  1.409  1.762
C  3.492  -2.176  -3.413
C  2.661  1.413  3.136
C  1.805  0.488  3.733
C  2.186  0.454  1.024
C  3.331  -2.304  -2.046
C  -3.534  -1.103  -1.675
C  -4.506  -1.219  0.527
C  -3.259  -1.399  1.060
C  2.131  -2.966  -1.665
C  -4.641  -1.068  -0.856
C  -2.272  -1.293  -1.115
H  4.323  -1.680  -3.890
H  -5.362  -1.196  1.185
H  -3.615  -0.985  -2.746
H  4.056  -1.962  -1.323
H  3.501  2.125  1.272
H  -5.622  -0.920  -1.288
H  3.169  2.147  3.746
H  1.635  0.488  4.799
H  0.500  -1.186  3.337
H  -3.033  -1.525  2.108
H  2.381  -2.882  -5.186

Atomic partial charges in e from the Mulliken method, atoms 1 to 6: Ta 1.004; Te 0.047; S 0.062; S -0.292; S -0.247; O -0.598

# 5
The molecule C14H11N3O2, computed with ωB97M-V with the def2-TZVPD basis set.

spin multiplicity	1
HOMO-LUMO gap	9.3	eV
net charge	0
HOMO level	-8.98	eV
energy relative to the best compared isomer or geometry (same formula, charge and spin)	0.933	eV

Positions of all 30 atoms, in Å:
O  -0.649  2.755  1.787
O  -2.408  -2.581  1.196
N  -2.458  -1.344  1.770
N  -0.318  1.169  0.191
N  0.370  1.158  -1.966
C  0.852  3.127  -3.216
C  -0.645  1.598  1.439
C  -0.600  -4.011  0.318
C  -0.990  0.481  2.431
C  -0.309  -1.789  1.300
C  0.068  1.917  -0.918
C  0.535  3.913  -2.116
C  1.589  -2.975  0.524
C  0.134  3.309  -0.939
C  1.071  -1.842  1.107
C  0.751  1.752  -3.083
C  -1.124  -2.867  0.907
C  0.766  -4.040  0.137
C  -1.256  -0.854  1.845
H  1.218  -4.908  -0.317
H  -1.866  0.811  2.991
H  -1.239  -4.826  0.023
H  -0.331  0.176  -0.010
H  1.704  -1.020  1.405
H  -0.120  3.880  -0.063
H  -0.148  0.418  3.127
H  0.984  1.086  -3.903
H  2.652  -3.052  0.359
H  1.167  3.569  -4.148
H  0.599  4.989  -2.175

Atomic partial charges in e from the Mulliken method, atoms 1 to 6: O -0.658; O -0.226; N -0.640; N -0.037; N -0.502; C -0.372

# 6
The molecule C14H11N5O4, computed with ωB97M-V with the def2-TZVPD basis set.

spin multiplicity	1
HOMO-LUMO gap	7.1	eV
net charge	0
HOMO level	-8.07	eV
energy relative to the best compared isomer or geometry (same formula, charge and spin)	0.896	eV

Positions of all 34 atoms, in Å:
O  -2.443  1.853  1.873
O  3.476  -1.044  1.667
O  -3.322  -0.264  2.314
O  2.705  1.011  1.320
N  -2.782  -1.574  2.575
N  -1.445  -4.729  2.023
N  2.541  -0.211  1.660
N  0.198  1.575  0.810
N  -2.245  0.705  2.242
C  0.234  0.583  2.076
C  -1.037  -3.647  2.184
C  0.242  1.075  -0.545
C  -1.442  -1.326  2.576
C  0.168  0.436  -3.271
C  1.011  1.444  -2.781
C  -0.590  0.053  -0.977
C  1.215  -0.587  2.008
C  -0.589  -0.281  -2.335
C  -1.071  0.045  2.480
C  -0.499  -2.332  2.387
C  1.044  1.803  -1.442
C  0.873  -1.944  2.195
C  0.024  0.306  -4.739
H  1.608  2.011  -3.496
H  -0.409  2.407  0.864
H  1.653  -2.724  2.088
H  0.525  1.440  2.747
H  -1.201  -1.104  -2.700
H  -1.195  -0.507  -0.251
H  -0.604  1.091  -5.169
H  1.072  2.102  0.905
H  -0.423  -0.639  -4.998
H  1.003  0.377  -5.201
H  1.705  2.596  -1.088

Atomic partial charges in e from the Mulliken method, atoms 1 to 6: O -0.724; O -0.662; O -0.224; O -0.687; N -0.596; N -0.522

Copy entry 6 word for word.
The molecule C14H11N5O4, computed with ωB97M-V with the def2-TZVPD basis set.

spin multiplicity	1
HOMO-LUMO gap	7.1	eV
net charge	0
HOMO level	-8.07	eV
energy relative to the best compared isomer or geometry (same formula, charge and spin)	0.896	eV

Positions of all 34 atoms, in Å:
O  -2.443  1.853  1.873
O  3.476  -1.044  1.667
O  -3.322  -0.264  2.314
O  2.705  1.011  1.320
N  -2.782  -1.574  2.575
N  -1.445  -4.729  2.023
N  2.541  -0.211  1.660
N  0.198  1.575  0.810
N  -2.245  0.705  2.242
C  0.234  0.583  2.076
C  -1.037  -3.647  2.184
C  0.242  1.075  -0.545
C  -1.442  -1.326  2.576
C  0.168  0.436  -3.271
C  1.011  1.444  -2.781
C  -0.590  0.053  -0.977
C  1.215  -0.587  2.008
C  -0.589  -0.281  -2.335
C  -1.071  0.045  2.480
C  -0.499  -2.332  2.387
C  1.044  1.803  -1.442
C  0.873  -1.944  2.195
C  0.024  0.306  -4.739
H  1.608  2.011  -3.496
H  -0.409  2.407  0.864
H  1.653  -2.724  2.088
H  0.525  1.440  2.747
H  -1.201  -1.104  -2.700
H  -1.195  -0.507  -0.251
H  -0.604  1.091  -5.169
H  1.072  2.102  0.905
H  -0.423  -0.639  -4.998
H  1.003  0.377  -5.201
H  1.705  2.596  -1.088

Atomic partial charges in e from the Mulliken method, atoms 1 to 6: O -0.724; O -0.662; O -0.224; O -0.687; N -0.596; N -0.522

Repeat the third record exactly.
A structure of composition C14H11I2N3OPdSe, computed with ωB97M-V with the def2-TZVPD basis set.

spin multiplicity	5
HOMO-LUMO gap (spin up / spin down)	7.5 / 4.2	eV
net charge	+2
HOMO level (spin up / spin down)	-13.81 / -14.21	eV
energy relative to the best compared isomer or geometry (same formula, charge and spin)	0.000	eV
⟨S²⟩	6.053

Positions of all 33 atoms, in Å:
I  -0.231  3.930  -1.201
I  -4.214  0.216  -3.758
Pd  1.083  -0.515  2.325
Se  0.045  -0.045  6.697
O  -0.733  1.788  1.174
N  0.286  -1.219  3.925
N  -0.376  -1.541  1.102
N  1.866  -0.160  0.555
C  -2.893  0.732  -2.187
C  -1.216  1.429  0.050
C  -1.331  2.219  -1.132
C  1.926  -0.545  -1.734
C  0.284  -1.834  -0.224
C  0.323  -0.753  5.042
C  -2.701  -0.181  -1.132
C  -1.705  -0.883  1.065
C  3.626  0.860  -0.695
C  2.981  0.367  -1.870
C  2.977  0.593  0.506
C  -1.864  0.109  -0.106
C  -2.132  1.875  -2.230
C  1.335  -0.808  -0.536
H  3.194  1.030  1.429
H  -0.470  -2.442  1.557
H  -2.148  2.526  -3.119
H  0.716  -2.822  -0.088
H  -1.865  -0.312  1.986
H  3.343  0.693  -2.838
H  4.532  1.457  -0.782
H  -0.472  -1.902  -0.982
H  1.614  -1.110  -2.646
H  -2.445  -1.677  0.984
H  -3.336  -1.074  -1.137

Atomic partial charges in e from the Mulliken method, atoms 1 to 6: I 0.248; I 0.242; Pd 0.610; Se 0.345; O -0.606; N -0.449